{"formula": "C33H33Br2F26N3O7P", "method": "ωB97M-V/def2-TZVPD", "e_tot_ha": -10053.7635, "homo_energy_ha": -0.4387, "charge": 1, "symbols": ["C", "C", "P", "O", "O", "C", "C", "O", "O", "N", "C", "C", "O", "C", "F", "F", "C", "F", "F", "C", "F", "F", "C", "O", "O", "C", "C", "C", "C", "F", "F", "C", "F", "F", "C", "F", "F", "C", "F", "F", "C", "F", "F", "C", "F", "F", "C", "F", "F", "C", "F", "F", "F", "C", "C", "C", "F", "Br", "C", "F", "F", "Br", "H", "H", "H", "H", "H", "H", "H", "H", "H", "H", "H", "H", "H", "H", "H", "H", "H", "H", "H", "C", "C", "C", "C", "N", "H", "H", "H", "H", "H", "H", "H", "C", "C", "C", "C", "N", "H", "H", "H", "H", "H", "H", "H"], "positions_angstrom": [[0.737419, -0.911274, -1.519248], [0.417424, -0.078232, -0.240786], [-1.392622, 0.487955, -0.488576], [-1.595625, 1.079924, -2.011293], [-2.379980, -0.837641, -0.383018], [1.186481, 1.266777, -0.168665], [1.777143, 2.031132, -1.346611], [0.799571, 2.619869, -2.169658], [0.979938, 2.086963, -3.446851], [1.287197, 1.689937, 1.044175], [0.670278, 0.705819, 1.946532], [-0.627674, 1.069803, 2.713587], [-1.649316, 0.503790, 2.667985], [-0.521479, 2.307244, 3.700971], [0.753349, 2.762304, 3.698716], [-0.771111, 1.825791, 4.930346], [-1.577991, 3.431682, 3.450848], [-1.275071, 4.460932, 4.251775], [-2.772074, 2.978143, 3.807967], [-1.614673, 3.963834, 1.992289], [-2.411486, 5.060794, 2.001765], [-2.210302, 3.112759, 1.182207], [-0.251637, 4.447971, 1.426248], [-0.029215, 4.272355, 0.289784], [0.659120, 5.087274, 2.199745], [0.826076, -0.643739, 1.177305], [2.348736, -0.983767, 1.398564], [2.914383, -2.122583, 0.495641], [4.052340, -1.662455, -0.428177], [5.194745, -1.775750, 0.298342], [3.970598, -0.351980, -0.791766], [4.240952, -2.581142, -1.672084], [4.743027, -3.731962, -1.196754], [3.063921, -2.923321, -2.230224], [5.252874, -2.058737, -2.752782], [5.970984, -3.106826, -3.157472], [6.149274, -1.214603, -2.231313], [4.578945, -1.310204, -3.959098], [3.528753, -0.576710, -3.547763], [5.490998, -0.430061, -4.402436], [4.259812, -2.229646, -5.197272], [3.847041, -3.457653, -4.845797], [5.418175, -2.381470, -5.839564], [3.164245, -1.628117, -6.123829], [3.484135, -0.334415, -6.325702], [1.971731, -1.634019, -5.519580], [2.991035, -2.365565, -7.504736], [3.693796, -3.487662, -7.617990], [1.699818, -2.716731, -7.630780], [3.271716, -1.451487, -8.750104], [2.377828, -0.486946, -8.831948], [3.058582, -2.215239, -9.816147], [4.498284, -1.003396, -8.788121], [0.037349, -1.870093, 1.675145], [0.034243, -2.040193, 3.228098], [0.263522, -3.499230, 3.669050], [1.573705, -3.863332, 3.604771], [-0.894202, -4.762519, 2.727924], [-0.131966, -3.573111, 5.219983], [0.420397, -4.629311, 5.798730], [0.230575, -2.467962, 5.860545], [-2.078173, -3.871217, 5.352642], [1.830424, -0.938269, -1.642540], [0.364786, -1.945618, -1.469028], [0.346536, -0.469172, -2.448802], [-1.642948, 0.372084, -2.683086], [-3.125926, -0.530617, 0.157624], [2.556955, 2.738283, -1.001433], [2.320224, 1.286896, -1.960111], [1.320859, 2.803446, -4.012971], [1.758225, 2.530873, 1.372934], [1.401459, 0.636853, 2.785676], [0.736590, 6.018581, 1.932539], [2.994367, -0.091977, 1.327170], [2.462188, -1.332030, 2.438387], [3.357104, -2.892184, 1.148206], [2.103049, -2.636031, -0.037018], [-1.021635, -1.848071, 1.372331], [0.421625, -2.818530, 1.262851], [-0.928459, -1.736728, 3.661901], [0.827154, -1.460099, 3.733750], [-3.676298, 6.298255, -3.213684], [-3.136764, 4.888843, -3.432156], [-1.901332, 4.583955, -2.578883], [-0.803317, 5.512084, -2.909191], [0.048647, 6.227894, -3.164285], [-2.946664, 7.056426, -3.503337], [-4.569975, 6.461017, -3.816831], [-3.941075, 6.458796, -2.165798], [-2.894560, 4.760531, -4.489797], [-3.919386, 4.165756, -3.191852], [-1.562003, 3.563417, -2.758546], [-2.136430, 4.678739, -1.517437], [-7.139822, -3.217221, 7.976170], [-6.478264, -2.304258, 6.949683], [-6.703400, -2.767981, 5.506732], [-6.135573, -4.115629, 5.306391], [-5.694984, -5.157059, 5.151818], [-6.725082, -4.226094, 7.942120], [-6.979229, -2.834131, 8.984371], [-8.216716, -3.282844, 7.806288], [-5.406332, -2.252761, 7.156784], [-6.875628, -1.293231, 7.062197], [-6.224876, -2.078517, 4.809829], [-7.769431, -2.796426, 5.275502]], "atomic_forces_ev_per_a": [[1.145, 0.098, 0.175], [1.156, -0.459, -1.955], [-2.147, 2.419, 1.724], [0.640, -1.897, 0.468], [1.160, 0.218, -0.507], [-0.595, 0.034, -1.346], [1.152, -0.635, 0.082], [0.161, 0.492, 1.030], [-0.136, -0.791, -1.294], [-1.197, -0.931, -0.363], [1.406, -0.886, 2.787], [1.382, 2.144, -0.475], [-1.444, -1.402, -0.108], [-0.290, -1.115, 0.073], [-0.094, 0.458, -0.293], [0.048, -0.022, 0.106], [0.769, 0.111, -0.160], [0.239, 0.156, 0.117], [-0.349, -0.312, -0.232], [-0.246, 1.149, 1.217], [0.169, 0.418, 0.207], [0.346, -0.816, -0.338], [0.338, 0.592, 0.531], [0.033, -0.734, -2.348], [-1.010, 0.078, 1.065], [-0.408, 0.402, -0.033], [0.306, -0.337, -0.624], [-0.363, 0.040, 0.353], [-0.010, -0.748, 0.735], [0.163, 0.317, -0.175], [-0.377, 0.000, -0.226], [0.578, -0.306, 0.397], [0.134, -0.094, 0.293], [-0.243, 0.542, -0.327], [-0.126, -0.005, -0.012], [-0.231, -0.316, -0.708], [-0.284, 0.412, 0.648], [0.855, -0.078, -0.512], [-0.402, -0.327, 0.239], [0.048, 0.131, -0.059], [-0.406, -0.216, 0.196], [-0.307, -0.029, 0.491], [0.093, 0.204, -0.479], [0.308, 0.046, -0.210], [0.189, 0.172, -0.280], [-0.027, -0.251, 0.549], [-0.599, 0.538, -0.625], [0.663, -0.039, 0.293], [-0.232, 0.063, 0.180], [-0.765, -1.316, -0.210], [-0.066, 0.931, 0.506], [0.294, -0.489, -0.428], [0.691, 0.508, 0.195], [-0.967, -0.056, 0.686], [0.314, -0.452, -0.410], [-0.922, 0.585, 1.571], [-0.110, 0.107, -0.499], [1.150, -0.001, -0.796], [-1.329, -1.061, -1.136], [0.591, 0.062, 0.054], [0.233, 0.159, 0.134], [0.035, 0.815, 1.023], [-0.518, -0.233, -0.221], [0.043, 0.407, 0.255], [0.067, 0.070, 0.436], [0.004, 0.369, -0.095], [0.104, -0.251, -0.115], [-0.603, 0.058, -0.015], [-0.204, 0.193, 0.356], [-0.100, 0.248, 0.523], [-0.097, -0.022, -0.261], [-0.470, 0.085, -0.164], [0.205, -0.213, -0.122], [-0.288, -0.326, -0.091], [-0.295, 0.236, -0.340], [-0.065, 0.259, -0.374], [0.376, 0.294, -0.074], [0.507, 0.152, -0.094], [0.162, 0.648, -0.192], [0.292, -0.014, -0.221], [-0.303, -0.183, -0.192], [-0.030, -0.005, -0.036], [-0.223, 0.221, -0.050], [0.003, 0.193, -0.385], [-0.761, -0.890, 0.483], [0.682, 0.507, -0.221], [0.022, -0.033, 0.047], [0.003, 0.001, 0.051], [0.002, 0.019, -0.027], [0.046, -0.085, 0.053], [0.108, -0.073, 0.017], [0.089, 0.037, 0.111], [0.070, 0.012, 0.002], [0.017, 0.010, 0.032], [-0.068, -0.021, 0.299], [0.254, -0.211, 0.222], [-0.555, 1.130, -0.087], [0.445, -0.763, -0.083], [-0.031, 0.012, -0.056], [-0.040, 0.001, -0.026], [0.025, -0.017, 0.019], [-0.011, 0.038, -0.104], [0.035, 0.000, -0.119], [-0.021, -0.082, -0.070], [0.021, -0.060, -0.026]]}